A:
Molecular formula: C2H2O2S
Method: DFT, ωB97M-V/def2-TZVPD

Geometry (Å):
C  -0.09  0.85  0.55
C  0.70  -0.09  -0.35
O  -1.50  -1.24  -0.74
O  0.25  0.90  1.70
S  -0.08  -1.34  -0.93
H  -0.97  1.20  -0.06
H  1.69  -0.27  -0.17

Output
- frontier orbital gap (Ha) = 0.344
- multiplicity = 1
- LUMO (eV) = -0.85

---

B:
Molecular formula: C2H2O2S
Method: DFT, ωB97M-V/def2-TZVPD

Geometry (Å):
C  -0.37  -0.93  -1.57
C  -0.33  0.43  0.89
O  -1.35  0.68  1.43
O  0.93  0.70  1.24
S  0.78  -1.88  -2.01
H  -0.81  -0.06  -2.06
H  1.16  1.07  2.08

Output
- frontier orbital gap (alpha / beta) (Ha) = 0.251 / 0.313
- multiplicity = 1
- LUMO (alpha / beta) (eV) = -1.11 / -0.43

---

The energetic minimum among the shown structures is A; the next structure lies 0.0715 hartree above.